Record 1
C22H24ClN3O3S2 in the gas phase at a distorted geometry, computed with ωB97M-V/def2-TZVPD.

Output
electronic energy: -68009.15227 eV
ΔE to the lowest compared entry with this formula, charge and spin: 0.061 eV
SMILES string: CN(C)[C@@H](CNC(=O)c1cc(S(=O)(=O)N(C)c2ccccc2)ccc1Cl)c1cccs1
frontier orbital gap: 9.016 eV
lowest unoccupied orbital energy: 0.392 eV
net charge: 0
HOMO: -8.6 eV

CARTESIAN COORDINATES (ANGSTROEM)
C (-4.4883, -1.2963, 2.0764)
N (-4.1563, -0.3459, 1.0303)
C (-5.3446, 0.3865, 0.6370)
C (-3.4716, -1.0227, -0.0687)
C (-3.2481, -0.1010, -1.2893)
N (-2.3916, 1.0047, -0.9413)
C (-1.1002, 1.0171, -1.3423)
O (-0.6626, 0.3292, -2.2402)
C (-0.2089, 1.9326, -0.5521)
C (0.9559, 1.3620, -0.0505)
C (1.8221, 2.1103, 0.7166)
S (3.2780, 1.2950, 1.3886)
O (4.1166, 2.2897, 1.9858)
O (2.8386, 0.1978, 2.1946)
N (4.0641, 0.7103, 0.0345)
C (4.4789, 1.7694, -0.8547)
C (3.6615, -0.5298, -0.4948)
C (3.1549, -0.6587, -1.7855)
C (2.7812, -1.9025, -2.2619)
C (2.9090, -3.0259, -1.4643)
C (3.4193, -2.9003, -0.1822)
C (3.8008, -1.6630, 0.3017)
C (1.5733, 3.4449, 0.9758)
C (0.4285, 4.0339, 0.4670)
C (-0.4618, 3.2750, -0.2829)
Cl (-1.8801, 4.0337, -0.9059)
C (-2.1233, -1.4779, 0.4024)
C (-1.3723, -2.5213, -0.0379)
C (-0.0876, -2.5640, 0.5528)
C (0.1217, -1.5540, 1.4323)
S (-1.2505, -0.5252, 1.5642)
H (-5.2638, -2.0103, 1.7586)
H (-4.8484, -0.7508, 2.9467)
H (-3.6014, -1.8557, 2.3632)
H (-6.0678, -0.2372, 0.0892)
H (-5.8286, 0.7565, 1.5392)
H (-5.0817, 1.2470, 0.0255)
H (-4.0490, -1.8994, -0.4253)
H (-4.1968, 0.2630, -1.6888)
H (-2.7332, -0.6678, -2.0691)
H (-2.6416, 1.4956, -0.0949)
H (1.1655, 0.3238, -0.2574)
H (4.9377, 2.5357, -0.2327)
H (3.6447, 2.2140, -1.4096)
H (5.2157, 1.3815, -1.5566)
H (3.0386, 0.2072, -2.4180)
H (2.3792, -1.9868, -3.2599)
H (2.6161, -3.9944, -1.8417)
H (3.5318, -3.7728, 0.4445)
H (4.1987, -1.5566, 1.2968)
H (2.2790, 4.0016, 1.5715)
H (0.2165, 5.0751, 0.6527)
H (-1.7173, -3.2367, -0.7632)
H (0.6479, -3.3129, 0.3231)
H (1.0017, -1.3233, 2.0008)


Record 2
C17H18N4O2 in the gas phase at a distorted geometry, computed with ωB97M-V/def2-TZVPD.

Output
electronic energy: -27975.49332 eV
ΔE to the lowest compared entry with this formula, charge and spin: 2.109 eV
SMILES string: CCOC(=O)[C@@H]1C(C)=Nc2ncnn2[C@H]1/C=C/c1ccccc1
frontier orbital gap: 9.045 eV
lowest unoccupied orbital energy: 0.210 eV
net charge: 0
HOMO: -8.8 eV

CARTESIAN COORDINATES (ANGSTROEM)
C (1.0640, -2.6266, -3.7206)
C (1.9636, -1.4551, -3.4121)
O (1.4867, -0.6410, -2.3368)
C (1.5648, -1.0747, -1.0716)
O (2.1035, -2.1367, -0.7397)
C (0.8864, -0.1404, -0.0934)
C (1.6045, 1.1765, -0.2104)
C (1.3110, 2.1966, -1.2754)
N (2.6201, 1.4829, 0.5468)
C (2.9209, 0.5835, 1.5488)
N (4.0247, 0.5957, 2.2049)
C (3.8493, -0.4738, 3.0672)
N (2.7521, -1.1422, 2.9110)
N (2.1606, -0.4990, 1.9158)
C (0.8299, -0.7682, 1.3408)
C (-0.2763, -0.1361, 2.1554)
C (-1.4880, -0.7791, 2.4406)
C (-2.6363, -0.1884, 3.1827)
C (-2.4482, 0.8645, 4.1071)
C (-3.5215, 1.3231, 4.8926)
C (-4.7821, 0.7139, 4.8158)
C (-5.0252, -0.2919, 3.8803)
C (-3.9457, -0.7164, 3.0754)
H (1.2419, -3.4223, -3.0131)
H (-0.0048, -2.3933, -3.6119)
H (1.2514, -2.9841, -4.7235)
H (1.9165, -0.8299, -4.3185)
H (2.9542, -1.7706, -3.2036)
H (-0.1375, -0.0139, -0.4089)
H (0.4715, 2.8784, -0.9946)
H (0.9802, 1.7204, -2.2006)
H (2.2314, 2.7615, -1.4984)
H (4.5598, -0.8173, 3.8130)
H (0.7108, -1.8420, 1.2814)
H (-0.1814, 0.9122, 2.4385)
H (-1.6089, -1.7600, 2.0743)
H (-1.4558, 1.2793, 4.2845)
H (-3.3298, 2.1289, 5.6191)
H (-5.5764, 1.0436, 5.4992)
H (-6.0207, -0.7425, 3.7627)
H (-4.1378, -1.4694, 2.3348)


Record 3
A molecular structure, C44H41CoN7O3P2S at a distorted geometry, computed with ωB97M-V/def2-TZVPD.

Output
electronic energy: -129908.04717 eV
frontier orbital gap (alpha / beta): 7.007 / 6.843 eV
lowest unoccupied orbital energy (alpha / beta): -0.565 / -0.694 eV
net charge: 0
2S+1: 4
HOMO (alpha / beta): -7.6 / -7.5 eV

CARTESIAN COORDINATES (ANGSTROEM)
Co (1.7474, -0.4630, -1.6422)
C (3.9979, 1.6372, -2.5031)
N (2.6076, 1.2443, -2.4428)
C (1.7547, 1.8673, -3.1902)
C (0.4318, 1.3924, -3.2260)
C (-0.7289, 1.7943, -3.8934)
C (-1.6835, 0.8183, -3.6278)
C (-1.0741, -0.1351, -2.8181)
N (0.1961, 0.2066, -2.5690)
C (4.2806, 2.9770, -1.8552)
C (5.4437, 3.6670, -2.1783)
C (5.7116, 4.8976, -1.6043)
C (4.8212, 5.4535, -0.6992)
C (3.6672, 4.7677, -0.3631)
C (3.4011, 3.5364, -0.9378)
H (4.3370, 1.6705, -3.5483)
H (4.5861, 0.8648, -1.9967)
H (2.0453, 2.7136, -3.8128)
H (-0.8604, 2.6837, -4.4778)
H (-2.6941, 0.7818, -3.9875)
H (-1.4976, -1.0482, -2.4361)
H (6.1350, 3.2424, -2.8934)
H (6.6152, 5.4290, -1.8697)
H (5.0256, 6.4184, -0.2595)
H (2.9711, 5.1945, 0.3454)
H (2.4934, 3.0049, -0.6969)
N (0.3757, -4.1980, -0.4136)
C (0.1863, -3.2006, -1.2838)
N (0.9339, -2.1839, -0.9276)
C (1.6438, -2.6375, 0.1491)
N (1.2963, -3.8547, 0.5003)
C (2.7136, -1.8124, 0.6361)
C (3.7212, -2.2898, 1.4671)
N (4.7564, -1.5538, 1.8250)
C (4.7861, -0.3106, 1.3330)
C (3.8043, 0.1957, 0.5129)
N (2.7469, -0.5469, 0.1189)
H (0.0324, -5.1440, -0.4563)
H (-0.4623, -3.2364, -2.1341)
H (3.6675, -3.3013, 1.8390)
H (5.6214, 0.3067, 1.6325)
H (3.8414, 1.2251, 0.1883)
C (-2.9152, -0.2418, 0.1940)
P (-1.1337, 0.2966, 0.2405)
C (-1.3069, 2.0579, -0.2535)
C (-2.3780, 2.5626, -0.9807)
C (-2.3889, 3.8861, -1.3875)
C (-1.3343, 4.7228, -1.0697)
C (-0.2567, 4.2264, -0.3536)
C (-0.2401, 2.9032, 0.0412)
C (-0.8395, 0.5843, 2.0311)
C (0.4896, 0.4471, 2.4183)
C (0.8723, 0.6292, 3.7323)
C (-0.0808, 0.9621, 4.6793)
C (-1.4046, 1.1120, 4.2998)
C (-1.7880, 0.9302, 2.9835)
P (-2.9829, -2.0553, 0.6052)
C (-2.8710, -1.9702, 2.4378)
C (-3.9296, -1.5468, 3.2345)
C (-3.8088, -1.5489, 4.6111)
C (-2.6309, -1.9686, 5.2061)
C (-1.5670, -2.3748, 4.4199)
C (-1.6882, -2.3788, 3.0417)
C (-4.7899, -2.3683, 0.4794)
C (-5.2630, -3.5227, 1.1028)
C (-6.5885, -3.8936, 1.0004)
C (-7.4681, -3.1199, 0.2602)
C (-7.0072, -1.9800, -0.3738)
C (-5.6772, -1.6069, -0.2708)
H (-3.1986, -0.1827, -0.8613)
H (-3.5886, 0.3758, 0.7947)
H (-3.2164, 1.9334, -1.2371)
H (-3.2272, 4.2628, -1.9577)
H (-1.3473, 5.7574, -1.3799)
H (0.5667, 4.8780, -0.0982)
H (0.5989, 2.5084, 0.5993)
H (1.2177, 0.1903, 1.6624)
H (1.9097, 0.5182, 4.0125)
H (0.2084, 1.1151, 5.7086)
H (-2.1443, 1.3885, 5.0360)
H (-2.8262, 1.0502, 2.7110)
H (-4.8548, -1.2259, 2.7771)
H (-4.6381, -1.2315, 5.2269)
H (-2.5448, -1.9861, 6.2826)
H (-0.6480, -2.7000, 4.8845)
H (-0.8625, -2.7013, 2.4227)
H (-4.5741, -4.1269, 1.6769)
H (-6.9400, -4.7835, 1.5019)
H (-8.5075, -3.4033, 0.1793)
H (-7.6898, -1.3709, -0.9483)
H (-5.3416, -0.7176, -0.7829)
C (4.3012, -3.5107, -3.9254)
S (3.0347, -3.1248, -2.6891)
O (1.8309, -3.8230, -3.0947)
O (3.5702, -3.5191, -1.4044)
O (2.9083, -1.6342, -2.8002)
H (4.2260, -4.5671, -4.1486)
H (5.2572, -3.2792, -3.4802)
H (4.1011, -2.9086, -4.8008)


Record 4
C3H10N4O in the gas phase at a distorted geometry, computed with ωB97M-V/def2-TZVPD.

Output
electronic energy: -11277.71573 eV
ΔE to the lowest compared entry with this formula, charge and spin: 4.485 eV
SMILES string: CN1O[C@@](C)(N)N1N
frontier orbital gap: 9.495 eV
lowest unoccupied orbital energy: 1.075 eV
net charge: 0
HOMO: -8.4 eV

CARTESIAN COORDINATES (ANGSTROEM)
C (2.1618, 1.2118, -0.1473)
N (0.7196, 1.2188, -0.1642)
O (0.1985, 0.7386, 1.1594)
C (-0.5659, -0.2579, 0.4797)
C (-0.3489, -1.6689, 0.9982)
N (-1.9594, 0.0525, 0.3801)
N (0.1662, 0.0213, -0.7864)
N (-0.5127, 0.2812, -1.9675)
H (2.4863, 2.0126, 0.5137)
H (2.4803, 1.4257, -1.1662)
H (2.5776, 0.2574, 0.1878)
H (-0.6295, -1.7140, 2.0478)
H (-0.9598, -2.3616, 0.4252)
H (0.6985, -1.9365, 0.8963)
H (-2.4848, -0.3324, 1.1532)
H (-2.0905, 1.0589, 0.3612)
H (-1.4885, 0.5294, -1.8085)
H (-0.4487, -0.5370, -2.5625)